1.
{
  "formula": "C12H18N",
  "method": "wB97M-V/def2-TZVPD",
  "smiles": "C[C@H]1[C@H]([n+]2ccccc2)CC[C@@H]1C",
  "charge": 1,
  "relative_energy_ev": 2.606,
  "species": ["C", "C", "C", "C", "C", "C", "C", "C", "C", "C", "C", "C", "N", "H", "H", "H", "H", "H", "H", "H", "H", "H", "H", "H", "H", "H", "H", "H", "H", "H", "H"],
  "positions_angstrom": [[3.911699, -0.133229, -0.765080], [3.646274, 0.742876, 0.260107], [2.866947, -1.026015, -1.234025], [2.436249, 0.701098, 0.870247], [1.617118, -0.944984, -0.582170], [-1.861819, -1.354659, 0.742008], [-0.732154, -1.069841, 1.670552], [-2.198319, -0.099690, -0.064877], [-0.837665, 0.643393, -0.246536], [0.017744, 0.169053, 0.941275], [-2.969994, -0.459116, -1.274507], [-1.074527, 2.153708, -0.411379], [1.382309, -0.069356, 0.383540], [4.912091, -0.028409, -1.312720], [4.357290, 1.527774, 0.632187], [3.089474, -1.771093, -1.991644], [2.028820, 1.292244, 1.718253], [0.818947, -1.595154, -0.979438], [-1.533981, -2.229148, 0.204188], [-2.788932, -1.815701, 1.339956], [-1.016219, -0.850024, 2.826693], [0.103745, -1.806408, 1.810182], [-2.741384, 0.530220, 0.715285], [-0.455157, 0.157659, -1.087308], [0.049534, 1.093737, 1.543308], [-2.234379, -0.928296, -1.991966], [-3.562428, 0.556487, -1.608260], [-3.876328, -1.035391, -1.001187], [-1.074958, 2.526839, 0.762468], [-1.996112, 2.323443, -0.994926], [-0.283872, 2.797990, -0.874238]],
  "forces_ev_per_angstrom": [[-0.01, -1.00, -2.50], [0.97, 1.24, 1.07], [1.21, 1.51, 2.08], [-3.44, -0.13, 0.49], [0.87, -1.21, -2.11], [-2.01, -2.22, 1.78], [2.52, 1.83, 2.60], [0.34, 0.32, 3.31], [-1.94, -0.58, 0.32], [-1.16, 0.91, 0.31], [-2.04, 2.83, -1.01], [1.02, 0.85, 2.61], [1.73, 0.59, 1.55], [-1.63, -0.55, 0.88], [-0.54, -1.15, -0.51], [-0.33, 0.24, 0.06], [1.17, -0.12, -0.71], [0.20, 0.58, 0.67], [-0.08, -0.16, -1.18], [1.78, 1.31, -1.30], [0.51, 0.07, -2.90], [-1.16, -0.04, -0.40], [0.02, -0.51, -1.25], [0.87, -0.28, -1.86], [0.63, -0.81, 0.36], [-1.48, 0.49, 0.22], [1.94, -2.35, -0.17], [0.94, -0.43, -0.32], [-0.79, -0.38, -3.06], [0.26, 0.12, 0.75], [-0.35, -0.98, 0.23]]
}

=====

2.
{
  "formula": "C12H18N2O2",
  "method": "wB97M-V/def2-TZVPD",
  "smiles": "O=C(O)CCCCCNCc1ccncc1",
  "relative_energy_ev": 0.238,
  "species": ["O", "C", "O", "H", "C", "C", "C", "C", "C", "N", "H", "C", "C", "C", "C", "N", "C", "C", "H", "H", "H", "H", "H", "H", "H", "H", "H", "H", "H", "H", "H", "H", "H", "H"],
  "positions_angstrom": [[1.495296, 0.815100, 3.587107], [2.143535, 1.766287, 3.246496], [3.242808, 2.157699, 3.909210], [3.402834, 1.578869, 4.671343], [1.851612, 2.677842, 2.081738], [0.912242, 2.037310, 1.063213], [1.588209, 0.902879, 0.296374], [0.631902, 0.251771, -0.697949], [1.294607, -0.918639, -1.437418], [0.492952, -1.570350, -2.453200], [0.106839, -0.878044, -3.087331], [-0.552026, -2.462879, -1.983422], [-1.750699, -1.792228, -1.355503], [-2.541630, -0.917390, -2.094463], [-3.608545, -0.291306, -1.472784], [-3.927143, -0.481598, -0.203635], [-3.184768, -1.320245, 0.498483], [-2.093961, -1.997150, -0.023611], [-1.515993, -2.666241, 0.596378], [-3.478261, -1.450721, 1.532020], [-4.243849, 0.397392, -2.014971], [-2.329074, -0.730729, -3.137429], [-0.098513, -3.155926, -1.269996], [-0.888892, -3.040483, -2.852588], [1.600002, -1.681294, -0.716066], [2.197739, -0.552411, -1.938452], [-0.249155, -0.101519, -0.160462], [0.299843, 0.995364, -1.428884], [2.462316, 1.287727, -0.235446], [1.931621, 0.148798, 1.006729], [0.570893, 2.800152, 0.360870], [0.040762, 1.643506, 1.589076], [1.397096, 3.580547, 2.498817], [2.799402, 2.967913, 1.625756]],
  "forces_ev_per_angstrom": [[-0.17, -0.16, -0.02], [-0.04, -0.05, 0.04], [0.52, 0.32, 0.18], [-0.26, -0.06, -0.18], [-0.24, -0.10, -0.11], [0.33, -0.11, 0.12], [-0.39, 0.09, -0.09], [0.35, -0.21, 0.11], [-0.08, 0.36, 0.03], [-0.05, -0.03, -0.28], [0.07, -0.10, 0.00], [0.01, 0.00, -0.21], [-0.15, -0.03, 0.17], [0.05, -0.14, 0.18], [0.12, 0.04, -0.34], [-0.40, 0.24, 0.27], [0.15, -0.17, 0.16], [-0.05, 0.03, -0.26], [0.06, -0.06, 0.08], [0.05, -0.07, 0.10], [0.00, 0.04, -0.12], [-0.01, 0.05, -0.11], [-0.08, -0.04, -0.06], [0.00, -0.06, 0.18], [0.09, 0.01, 0.00], [0.05, -0.03, 0.17], [-0.02, 0.09, -0.04], [-0.07, 0.01, -0.03], [0.10, 0.00, 0.01], [0.09, -0.04, 0.03], [-0.05, 0.02, 0.02], [-0.06, 0.05, -0.04], [0.11, 0.04, 0.04], [-0.01, 0.07, 0.03]]
}

=====

3.
{
  "formula": "C12H18N2O3S",
  "method": "wB97M-V/def2-TZVPD",
  "smiles": "CCCN[C@@H](C)C(=O)Nc1c(C)csc1C(=O)O",
  "relative_energy_ev": 2.495,
  "species": ["O", "O", "O", "S", "C", "C", "C", "C", "C", "C", "N", "N", "C", "C", "C", "C", "C", "C", "H", "H", "H", "H", "H", "H", "H", "H", "H", "H", "H", "H", "H", "H", "H", "H", "H", "H"],
  "positions_angstrom": [[-2.427644, -0.898573, -2.224875], [-0.805522, 0.265015, 1.917953], [-3.806484, 0.571825, -3.277429], [-4.513845, 2.154717, -1.015138], [-3.061408, 0.154309, -2.239782], [-0.515917, -0.100792, 0.778396], [-3.805553, 2.964212, 0.355206], [-3.132965, 1.090240, -1.124795], [-2.226794, 1.366466, -0.223115], [-2.502977, 2.574790, 0.563211], [-1.058162, 0.629905, -0.294851], [1.767371, -0.902629, 0.801205], [-1.663206, 3.216504, 1.489234], [0.129524, -2.646566, 1.260481], [4.045813, -0.627802, -1.312877], [2.931350, -1.878828, 0.599174], [0.370832, -1.341711, 0.455746], [4.137003, -1.064671, 0.090629], [-3.675284, 0.041782, -4.048912], [-4.339355, 3.689604, 0.953891], [-1.035012, 0.102984, -1.187704], [1.854732, -0.349826, 1.603660], [-1.747045, 2.702204, 2.560963], [-0.671091, 3.210789, 1.149143], [-2.046287, 4.239250, 1.601087], [0.922445, -3.363150, 1.164096], [-0.043229, -2.347493, 2.295836], [-0.778401, -3.241045, 0.971938], [4.869069, 0.079271, -1.531559], [3.043129, -0.261576, -1.579155], [4.267273, -1.396909, -2.029322], [3.120335, -2.548130, 1.436712], [2.638750, -2.579203, -0.217632], [0.366496, -1.564180, -0.652179], [5.067529, -1.666363, 0.148255], [4.324530, -0.274423, 0.762510]],
  "forces_ev_per_angstrom": [[-0.49, 1.30, -0.49], [0.92, -0.95, -1.09], [-0.10, 0.80, 0.86], [0.15, 0.16, 0.78], [0.33, -1.43, 0.21], [-1.59, 0.73, 1.03], [0.66, -0.76, -1.06], [-3.62, 0.49, -2.21], [2.02, 1.77, 2.03], [-2.91, -2.64, -1.79], [2.04, -2.04, -0.47], [0.62, -1.67, -2.43], [-0.20, 0.46, 4.49], [-2.60, 0.42, -0.16], [-0.01, 1.11, -1.40], [-1.57, 0.97, -1.29], [2.05, -0.29, -0.10], [0.63, -2.39, 0.91], [0.23, -0.99, -0.71], [-0.01, 0.12, -0.35], [0.30, 0.34, 0.95], [-0.12, 0.59, 1.41], [0.54, 1.01, -2.21], [1.57, 0.11, -0.09], [0.53, -0.09, 0.15], [0.69, 0.12, -0.01], [0.32, -0.20, 0.09], [0.48, 0.80, -0.02], [-0.78, 0.26, 0.11], [0.45, 0.41, 0.13], [-0.09, -0.93, -0.14], [0.20, 0.36, 0.42], [-0.02, 0.52, 0.35], [-0.15, 0.37, 1.04], [-0.45, -0.08, 0.28], [-0.01, 1.25, 0.76]]
}

=====

4.
{
  "formula": "C12H18N2OSc",
  "method": "wB97M-V/def2-TZVPD",
  "e_tot_ha": -1413.33832,
  "charge": 1,
  "species": ["Sc", "C", "N", "C", "C", "C", "C", "C", "C", "C", "C", "H", "H", "H", "H", "H", "H", "H", "H", "H", "H", "H", "H", "N", "C", "O", "C", "C", "H", "H", "H", "H", "H", "H"],
  "positions_angstrom": [[-0.067775, 0.121763, 0.012250], [1.866873, -1.976668, 1.427509], [1.510986, -1.701505, 0.019989], [2.748774, -1.529790, -0.764829], [0.743566, -2.867280, -0.508337], [-0.697147, -2.850748, -0.036392], [-1.327864, -4.027037, 0.338716], [-2.670174, -4.013202, 0.694000], [-3.375730, -2.821538, 0.663932], [-2.734989, -1.647667, 0.289247], [-1.382144, -1.617873, -0.071994], [2.535915, -2.839673, 1.488917], [0.964296, -2.189979, 1.997738], [2.367828, -1.116549, 1.871238], [3.372944, -2.426303, -0.713672], [3.324863, -0.688502, -0.378246], [2.502553, -1.342929, -1.810127], [1.251031, -3.794746, -0.225174], [0.752196, -2.804858, -1.598400], [-0.776399, -4.960629, 0.345325], [-3.162940, -4.928276, 0.994881], [-4.424201, -2.799081, 0.932552], [-3.319562, -0.731357, 0.274772], [-0.355829, 1.840732, 3.775570], [-0.414739, 1.548253, 2.488718], [-0.092149, 0.397104, 2.085360], [-0.862417, 2.600848, 1.510545], [-0.153290, 2.415931, 0.135615], [-0.085450, 1.131674, 4.439908], [-0.605878, 2.752632, 4.116313], [-0.709256, 3.590369, 1.946942], [-1.941781, 2.459952, 1.387004], [0.844573, 2.862785, 0.234289], [-0.670585, 3.057447, -0.579460]],
  "forces_ev_per_angstrom": [[0.56, -0.70, 0.61], [-0.06, 0.08, 0.13], [-0.13, 0.30, -0.13], [-0.03, 0.10, -0.02], [-0.29, 0.05, 0.03], [0.23, 0.34, -0.18], [0.03, -0.04, -0.01], [0.00, 0.01, 0.01], [-0.07, 0.05, 0.00], [0.08, 0.10, -0.06], [-0.29, 0.22, 0.06], [0.00, -0.02, -0.05], [-0.01, 0.01, -0.01], [0.00, 0.01, -0.04], [-0.01, -0.02, 0.01], [-0.01, -0.01, 0.02], [0.01, 0.00, 0.00], [0.05, 0.01, -0.01], [0.09, 0.00, -0.01], [0.00, 0.00, 0.02], [0.02, -0.01, -0.02], [0.01, -0.04, 0.00], [-0.01, -0.01, 0.02], [0.03, -0.25, -0.06], [-0.06, 0.59, 0.13], [0.05, -0.07, -0.38], [0.25, -0.14, -0.31], [-0.36, -0.33, 0.32], [-0.01, -0.01, 0.01], [-0.02, 0.04, -0.03], [-0.11, 0.02, 0.05], [-0.03, 0.04, 0.10], [0.10, -0.21, -0.08], [-0.04, -0.15, -0.12]]
}

=====

5.
{
  "formula": "C12H18N4O3S",
  "method": "wB97M-V/def2-TZVPD",
  "relative_energy_ev": 1.610,
  "species": ["O", "C", "N", "C", "H", "C", "H", "O", "C", "H", "C", "H", "H", "H", "H", "H", "O", "C", "N", "S", "N", "C", "N", "C", "H", "C", "C", "C", "H", "C", "H", "H", "H", "H", "H", "H", "H", "H"],
  "positions_angstrom": [[0.666061, -1.661915, -1.371076], [1.284128, -1.048444, -0.538655], [2.222627, -1.573752, 0.271815], [2.847854, -0.882305, 1.378113], [3.930107, -1.037832, 1.311856], [2.328366, -1.483441, 2.690248], [1.250583, -1.275298, 2.784957], [2.555348, -2.873191, 2.736007], [1.922620, -3.537472, 1.664256], [0.831877, -3.401673, 1.730646], [2.416963, -3.009138, 0.313072], [3.484850, -3.220772, 0.200445], [1.860667, -3.457836, -0.509763], [2.162703, -4.595218, 1.778263], [2.855822, -1.060430, 3.546422], [2.628039, 0.181681, 1.322228], [1.094581, 0.288416, -0.290605], [0.350559, 0.976339, -1.213116], [0.916622, 1.440664, -2.294324], [-0.167891, 2.291537, -3.139465], [-1.424083, 2.081401, -2.116561], [-1.038975, 1.336186, -1.092140], [-1.888475, 1.008453, -0.101223], [-1.510414, 0.130460, 0.985928], [-1.021229, -0.758035, 0.575417], [-2.751163, -0.299421, 1.759540], [-3.476849, 0.904639, 2.365934], [-3.425553, 2.110177, 1.415827], [-2.613182, 2.779829, 1.704541], [-3.180110, 1.656938, -0.019969], [-3.972653, 0.973642, -0.346791], [-3.162285, 2.506045, -0.704876], [-4.354799, 2.677406, 1.465231], [-4.511680, 0.626392, 2.569886], [-3.016707, 1.172303, 3.318488], [-2.457457, -0.995912, 2.546234], [-3.415772, -0.833832, 1.079448], [-0.803103, 0.634963, 1.661585]],
  "forces_ev_per_angstrom": [[-0.24, 0.11, -0.19], [0.00, -0.23, -0.12], [0.10, 0.13, 0.09], [-0.06, 0.09, 0.45], [-0.06, 0.07, 0.04], [0.16, 0.31, -0.13], [0.07, 0.02, 0.00], [0.10, -0.06, 0.10], [0.05, -0.09, -0.35], [0.07, -0.03, -0.02], [-0.22, -0.30, 0.13], [-0.06, -0.02, -0.01], [0.10, 0.00, 0.08], [-0.08, 0.03, -0.06], [-0.07, 0.05, -0.05], [0.09, -0.08, 0.04], [0.08, 0.10, 0.08], [0.18, 0.37, -1.00], [0.42, -0.34, 0.44], [-0.13, -0.30, 0.58], [-0.21, -0.02, 0.06], [0.14, 0.37, -0.75], [-0.21, -0.13, 0.21], [0.21, -0.34, 0.26], [-0.01, 0.09, 0.10], [0.12, 0.13, 0.06], [0.00, -0.04, -0.02], [-0.09, -0.09, -0.12], [-0.02, 0.06, -0.03], [-0.22, 0.36, 0.03], [-0.03, 0.09, -0.06], [-0.11, -0.13, 0.10], [0.01, 0.07, 0.01], [-0.01, 0.02, 0.07], [-0.05, -0.03, 0.05], [0.00, -0.06, -0.07], [0.00, -0.07, 0.00], [-0.03, -0.13, 0.01]]
}

=====

6.
{
  "formula": "C12H18O2S",
  "method": "wB97M-V/def2-TZVPD",
  "smiles": "C=S(C)(C)=C1C(=O)[C@H]2CCCC[C@H]2C1=O",
  "relative_energy_ev": 3.029,
  "species": ["C", "C", "C", "C", "C", "C", "C", "C", "C", "C", "C", "C", "O", "O", "S", "H", "H", "H", "H", "H", "H", "H", "H", "H", "H", "H", "H", "H", "H", "H", "H", "H", "H"],
  "positions_angstrom": [[0.017054, 0.620849, 0.657947], [1.256996, 0.740293, -0.031693], [-0.417585, -0.722320, 0.814735], [-2.128985, 2.615712, -0.387045], [0.929484, -2.080775, -2.540417], [-0.156624, -2.752923, -1.708430], [1.164729, -0.669241, -2.018742], [0.319683, -2.913585, -0.272004], [1.596426, -0.656299, -0.542444], [0.756979, -1.586297, 0.341585], [-2.036507, 1.560002, 2.370014], [0.301335, 3.104941, 2.003612], [1.906520, 1.758183, -0.226590], [-1.455305, -1.148120, 1.296105], [-0.882678, 2.044835, 1.064548], [-2.354239, 3.642578, -0.089868], [-1.455901, 2.637305, -1.245841], [1.852538, -2.662829, -2.481911], [0.625134, -2.032614, -3.587267], [-1.060985, -2.141413, -1.728858], [-0.401184, -3.732568, -2.123691], [1.928452, -0.159120, -2.608738], [0.233475, -0.104410, -2.121338], [-0.483831, -3.316550, 0.347322], [1.156993, -3.615495, -0.248114], [2.665240, -0.866509, -0.470663], [1.327949, -1.808157, 1.253103], [-2.412046, 0.575014, 2.095493], [-2.841944, 2.285492, 2.388043], [-1.517240, 1.513635, 3.320934], [-0.191276, 4.038485, 2.250815], [1.145991, 3.266988, 1.340008], [0.611351, 2.564913, 2.889390]],
  "forces_ev_per_angstrom": [[-0.46, 1.06, 0.19], [0.26, 0.00, 0.14], [-0.04, -0.06, 0.24], [1.47, -0.92, 1.86], [-0.27, 0.16, 0.01], [0.28, -0.18, -0.02], [0.22, -0.18, -0.11], [-0.17, 0.14, 0.06], [0.00, 0.12, -0.04], [-0.03, -0.38, -0.01], [0.14, 0.00, -0.29], [-0.21, -0.23, -0.58], [0.12, 0.11, -0.21], [-0.12, -0.28, -0.06], [-1.26, 0.15, -0.98], [-0.04, 0.23, 0.11], [0.25, 0.02, -0.05], [0.06, -0.06, -0.05], [0.08, -0.03, -0.05], [-0.11, 0.00, -0.05], [-0.09, 0.02, 0.00], [-0.07, 0.09, 0.03], [-0.02, 0.03, -0.05], [0.08, -0.08, 0.05], [0.00, -0.03, 0.02], [-0.02, 0.09, 0.04], [-0.07, 0.09, -0.03], [0.07, 0.05, -0.10], [0.02, 0.18, -0.11], [0.15, 0.01, 0.02], [-0.19, 0.05, -0.01], [-0.01, -0.04, -0.08], [-0.03, -0.16, 0.10]]
}